80
Properties=species:S:1:pos:R:3 method="wB97M-V/def2-TZVPD" lumo_ev="-16.8 / -16.9" total_energy_ha=-2696.79430 total_charge=+4 de_lowest_ev=0.801 homo_ev="-21.99 / -21.98"
Ti 0.00 0.00 0.00
C -0.42 1.47 -1.33
O -0.68 2.28 -2.14
C 0.50 -1.60 1.16
O 0.80 -2.56 1.75
P 2.25 -0.20 -1.07
C 3.55 0.89 -0.28
H 4.50 0.70 -0.80
C 3.04 -1.90 -0.91
H 2.91 -2.08 0.16
C 2.31 0.38 -2.85
H 1.95 1.41 -2.74
C -3.45 1.41 0.42
P -1.96 0.70 1.31
H -1.61 2.22 3.25
H -3.02 2.31 -0.04
C -2.68 -0.36 2.67
H -3.52 0.20 3.10
C 2.23 -2.97 -1.66
H 2.54 -3.97 -1.31
H 2.41 -2.93 -2.74
H 1.16 -2.87 -1.48
C 4.53 -2.02 -1.23
H 4.73 -1.89 -2.30
H 4.88 -3.02 -0.95
H 5.14 -1.29 -0.68
C 3.69 0.42 -3.52
H 4.45 0.91 -2.90
H 3.62 0.98 -4.46
H 4.04 -0.58 -3.77
C 1.29 -0.35 -3.75
H 1.21 0.19 -4.70
H 0.31 -0.39 -3.29
H 1.61 -1.37 -3.98
C 3.20 2.38 -0.44
H 3.23 2.69 -1.49
H 3.91 2.99 0.12
H 2.20 2.59 -0.07
C 3.73 0.52 1.20
H 2.78 0.61 1.74
H 4.46 1.18 1.67
H 4.07 -0.51 1.32
C -4.60 1.83 1.34
H -4.26 2.45 2.18
H -5.11 0.95 1.75
H -5.34 2.41 0.77
C -3.93 0.51 -0.73
H -4.39 -0.41 -0.36
C 0.29 1.81 2.28
H -3.10 0.22 -1.38
H -4.67 1.05 -1.33
C -1.40 3.51 1.54
H 0.69 1.72 1.24
H 0.89 2.62 2.71
H 0.49 0.89 2.84
C -1.21 2.16 2.23
H -0.82 4.28 2.06
H -2.45 3.83 1.54
H -1.06 3.48 0.50
C -1.65 -0.63 3.77
H -0.76 -1.13 3.37
H -2.09 -1.29 4.52
H -1.33 0.28 4.28
C -3.19 -1.68 2.07
H -2.38 -2.19 1.54
H -4.01 -1.53 1.37
H -3.54 -2.34 2.88
H 2.46 4.47 2.66
H 3.08 4.31 2.29
C -2.28 -3.94 -3.04
N -2.54 -2.99 -1.98
C -3.67 -3.21 -1.09
C -1.66 -1.91 -1.76
N -0.92 -1.06 -1.46
H -3.04 -4.75 -3.05
H -1.29 -4.41 -2.88
H -2.31 -3.42 -4.02
H -3.31 -3.37 -0.06
H -4.38 -2.37 -1.13
H -4.25 -4.12 -1.35



14
Properties=species:S:1:pos:R:3 method="wB97M-V/def2-TZVPD" lumo_ev="-13.7 / -18.6" total_energy_ha=-2132.56566 total_charge=+3 multiplicity=3 homo_ev="-21.62 / -21.61"
C 3.13 -0.18 0.41
C 3.22 -0.65 1.52
H 2.67 0.48 1.81
H 0.77 -1.39 1.32
O -0.48 0.11 0.17
C -0.73 -1.22 0.14
O -1.70 -1.67 -0.45
O 0.08 -1.91 0.84
Cu -2.60 -3.09 -0.84
C -1.67 1.12 -0.01
C -1.20 1.02 -1.23
O -2.26 1.90 0.77
H -1.53 0.90 -2.26
H -1.97 2.83 0.74



93
Properties=species:S:1:pos:R:3 method="wB97M-V/def2-TZVPD" lumo_ev=0.2 total_energy_ha=-3694.53185 total_charge=0 de_lowest_ev=0.000 homo_ev=-7.82
K 0.70 0.64 -1.04
N 2.59 2.93 -1.36
C 3.31 2.19 -2.41
C 4.09 1.01 -1.84
N 3.24 -0.15 -1.63
C 3.90 -1.25 -0.95
C 3.85 -1.11 0.57
N 2.48 -1.15 1.07
H 1.83 3.46 -1.79
H 3.19 3.64 -0.96
H 3.98 2.84 -2.97
H 2.57 1.82 -3.12
H 4.54 1.31 -0.89
H 4.93 0.78 -2.52
H 2.93 -0.48 -2.55
H 4.94 -1.36 -1.27
H 3.39 -2.17 -1.23
H 4.27 -0.15 0.86
H 4.49 -1.89 1.01
H 2.44 -0.89 2.04
H 2.10 -2.09 1.02
I 1.72 2.50 1.67
C 1.15 2.46 3.71
C 2.05 3.18 4.47
C 1.83 3.49 5.82
C 0.65 3.12 6.39
C -0.30 2.36 5.65
C -1.51 2.03 6.31
C -2.46 1.29 5.69
C -2.19 0.79 4.41
C -1.03 1.07 3.73
P -0.73 0.06 2.21
C -2.43 -0.02 1.53
C -2.85 1.13 0.85
C -4.11 1.19 0.28
C -4.96 0.10 0.36
C -4.55 -1.05 1.03
C -3.30 -1.10 1.62
C -0.46 -1.60 2.91
C -0.43 -2.67 2.00
C -0.11 -3.94 2.43
C 0.21 -4.17 3.76
C 0.21 -3.12 4.66
C -0.13 -1.84 4.23
C -0.05 1.95 4.31
H 2.94 3.56 4.00
H 2.57 4.05 6.37
H 0.41 3.38 7.41
H -1.65 2.40 7.32
H -3.40 1.06 6.18
H -2.92 0.13 3.96
H -2.19 1.99 0.78
H -4.41 2.10 -0.23
H -5.94 0.14 -0.09
H -5.22 -1.90 1.10
H -3.00 -2.00 2.14
H -0.67 -2.50 0.96
H -0.12 -4.76 1.71
H 0.47 -5.17 4.09
H 0.47 -3.29 5.69
H -0.13 -1.03 4.95
S 2.11 -1.72 -4.59
C 1.38 -0.57 -5.59
N 0.66 0.48 -5.20
C 0.19 1.28 -6.31
C 0.59 0.43 -7.53
N 1.47 -0.57 -6.93
H 0.45 0.69 -4.23
H 0.67 2.26 -6.32
H -0.89 1.43 -6.25
H 1.13 1.02 -8.28
H -0.27 -0.03 -8.01
H 1.82 -1.39 -7.39
N -3.07 -4.95 -2.07
C -2.29 -3.83 -1.94
C -2.86 -2.56 -1.83
C -2.04 -1.46 -1.66
N -0.71 -1.53 -1.60
C -0.17 -2.75 -1.72
C -0.90 -3.91 -1.89
H -4.02 -4.82 -2.37
H -2.63 -5.78 -2.42
H -3.94 -2.42 -1.86
H -2.48 -0.47 -1.57
H 0.91 -2.80 -1.70
H -0.39 -4.86 -1.99
O -0.16 1.82 -2.93
N -1.07 2.23 -2.12
C -1.24 3.53 -2.07
C -0.42 4.39 -2.87
N 0.24 5.06 -3.53
C -2.21 4.05 -1.18
N -3.02 4.45 -0.46